Record 1
C21H27N5O4 | wB97M-V/def2-TZVPD

Output
ΔE to the lowest compared entry with this formula, charge and spin	222.6	kJ/mol
LUMO level	0.001	eV
total charge	0
SMILES	O=C(/C=C/N1CCc2c[nH]nc2C1)c1ccccc1O.CNC(=O)[C@H](C)NC(C)=O

Atoms and positions in Å:
O  -0.28  -0.40  0.18
O  3.58  1.36  5.37
O  3.98  -1.56  1.93
N  -3.79  -0.52  -6.58
O  -0.59  0.75  2.46
C  -1.14  0.33  -0.32
C  2.43  0.96  5.25
C  3.86  -0.73  2.83
C  -3.12  -1.18  -5.66
C  -1.74  -0.10  -1.58
C  -3.05  -2.51  -7.46
C  -1.18  -1.08  -2.37
C  -2.64  -2.45  -6.16
C  -2.51  3.80  1.84
C  -2.81  3.65  0.48
C  -1.75  2.82  2.48
C  -2.36  2.53  -0.22
C  -1.31  1.69  1.79
C  -1.61  1.52  0.42
N  -3.75  -1.33  -7.68
N  4.78  -0.60  3.79
N  -1.72  -1.50  -3.59
N  1.94  0.40  4.15
C  1.47  1.09  6.41
C  6.02  -1.37  3.87
C  -2.82  -0.74  -4.24
C  -1.84  -3.36  -5.28
C  -0.95  -2.52  -4.35
C  2.82  1.52  2.16
C  2.60  0.16  2.85
H  -0.31  0.09  1.78
H  -2.66  0.37  -1.89
H  -2.86  -3.31  -8.17
H  -0.26  -1.54  -2.01
H  -2.85  4.67  2.39
H  -3.39  4.41  -0.02
H  -1.51  2.92  3.53
H  -2.60  2.47  -1.28
H  -4.18  -1.09  -8.57
H  4.61  0.12  4.49
H  0.95  0.17  4.17
H  0.61  1.68  6.09
H  1.97  1.59  7.23
H  1.15  0.10  6.72
H  6.65  -1.12  3.02
H  6.54  -1.13  4.80
H  5.79  -2.43  3.85
H  -3.74  -0.85  -3.66
H  -2.57  0.32  -4.27
H  -2.53  -3.96  -4.67
H  -1.23  -4.04  -5.88
H  -0.19  -2.01  -4.95
H  -0.44  -3.20  -3.66
H  1.89  2.07  2.11
H  3.19  1.35  1.15
H  3.56  2.10  2.71
H  1.87  -0.37  2.23

Atomic charges from the Mulliken analysis, expressed in e, are listed below:
1 O -0.8336
2 O -0.7522
3 O -0.6938
4 N -0.8368
5 O -0.5604
6 C 1.0107
7 C 0.8731
8 C 0.0415
9 C 0.0411
10 C -0.8268
11 C -1.0716
12 C -0.0742
13 C 0.7629
14 C -0.4550
15 C -0.7471
16 C -0.5947
17 C -0.7581
18 C 0.1902
19 C 0.5644
20 N 0.0987
21 N -0.0352
22 N 0.2384
23 N -0.0745
24 C -1.2279
25 C -0.9775
26 C -0.3222
27 C -0.7267
28 C -0.7268
29 C -1.3665
30 C 0.7294
31 H 0.4024
32 H 0.3622
33 H 0.4393
34 H 0.4214
35 H 0.3847
36 H 0.3785
37 H 0.4256
38 H 0.4252
39 H 0.2061
40 H 0.2440
41 H 0.2336
42 H 0.2833
43 H 0.3456
44 H 0.3304
45 H 0.2889
46 H 0.3581
47 H 0.3007
48 H 0.3202
49 H 0.4305
50 H 0.2559
51 H 0.3956
52 H 0.2993
53 H 0.4346
54 H 0.2550
55 H 0.4069
56 H 0.3795
57 H 0.1035

=====

Record 2
C21H27NO4 | wB97M-V/def2-TZVPD

Output
ΔE to the lowest compared entry with this formula, charge and spin	1746.5	kJ/mol
LUMO level	0.385	eV
total charge	0

Atoms and positions in Å:
C  -1.35  -2.58  -0.76
H  -2.27  -2.86  -0.59
O  -0.59  -2.31  0.37
C  0.59  -1.96  0.44
C  0.97  -1.80  1.61
C  2.16  -1.24  2.09
C  3.03  -1.11  1.17
C  2.69  -1.25  -0.41
C  1.39  -1.72  -0.68
O  1.07  -2.09  -1.87
C  1.89  -1.70  -2.90
H  1.30  -2.12  -3.91
H  2.85  -2.72  -2.90
H  2.29  -0.77  -3.01
H  3.42  -1.15  -1.22
C  4.42  -0.45  1.39
H  4.93  -0.97  2.25
H  5.13  -0.75  0.53
C  4.52  1.23  1.30
N  3.74  1.73  0.32
C  2.44  2.11  0.16
O  1.78  2.40  1.45
C  1.89  2.49  -1.07
H  1.92  1.51  -1.54
H  2.48  3.32  -1.86
C  0.51  2.83  -1.08
C  -0.45  1.54  -0.46
O  -1.76  2.22  -0.79
C  -2.88  1.28  -0.09
C  -2.58  0.23  0.75
C  -3.71  -0.32  1.11
C  -5.04  -0.13  0.66
C  -5.15  1.00  -0.08
C  -4.12  1.53  -0.61
H  -4.26  2.42  -1.27
H  -6.14  1.45  -0.37
C  -6.17  -0.84  1.14
H  -5.89  -1.76  2.06
H  -6.74  -0.20  2.07
H  -7.01  -0.95  0.61
H  -3.47  -1.33  2.01
H  -1.77  0.04  1.25
H  -0.39  1.64  0.65
H  -0.27  0.60  -0.86
H  0.23  3.77  -0.55
H  0.22  2.95  -2.09
H  4.26  1.37  -0.65
H  3.95  1.26  2.26
H  5.45  1.63  1.36
H  2.36  -0.86  3.10
H  0.25  -1.72  2.51
H  -0.92  -3.33  -1.49
H  -1.23  -1.59  -1.53

Atomic charges from the Mulliken analysis, expressed in e, are listed below:
1 C -0.7351
2 H 0.4576
3 O -0.4135
4 C -0.3702
5 C 0.6268
6 C -0.7730
7 C 0.5263
8 C -0.8946
9 C 1.0987
10 O -0.3392
11 C -1.0620
12 H 0.2587
13 H 0.3114
14 H 0.3865
15 H 0.5822
16 C -1.3738
17 H 0.4975
18 H 0.2833
19 C -0.9852
20 N 0.0061
21 C 0.5288
22 O -0.7362
23 C 0.2893
24 H -0.2061
25 H 0.2070
26 C -1.1412
27 C -0.1161
28 O -0.5033
29 C 0.7119
30 C -0.7859
31 C -0.7383
32 C 0.8816
33 C -0.4314
34 C -0.3704
35 H 0.3091
36 H 0.3156
37 C -1.5384
38 H 0.2187
39 H 0.2629
40 H 0.4909
41 H -0.1047
42 H 1.0150
43 H 0.3455
44 H 0.1647
45 H 0.2832
46 H 0.5120
47 H 0.2811
48 H 0.2981
49 H 0.5646
50 H 0.3196
51 H 0.2158
52 H 0.2461
53 H 0.1224

=====

Record 3
C21H28BF7N3OS | wB97M-V/def2-TZVPD

Output
LUMO level	-4.900	eV
total charge	+1

Atoms and positions in Å:
C  -1.20  1.43  -2.31
C  -1.01  1.20  -0.79
S  0.72  0.77  -0.46
C  0.72  -0.66  0.66
N  2.07  -0.86  1.23
C  2.13  -1.00  2.61
N  2.30  -2.29  3.07
N  2.02  -0.02  3.45
B  2.02  -0.50  4.94
O  3.15  -0.36  5.65
C  0.78  -1.16  5.63
C  -0.22  -0.08  6.16
C  1.82  1.37  3.06
F  0.53  1.49  2.81
F  2.54  1.74  2.05
C  2.13  2.40  4.18
F  3.32  2.19  4.70
F  1.20  2.42  5.10
C  2.21  3.87  3.57
F  3.38  4.13  3.14
F  1.28  4.10  2.70
F  2.00  4.67  4.59
H  -0.28  1.19  -2.85
H  -2.01  0.83  -2.71
H  -1.41  2.47  -2.52
H  -1.28  2.12  -0.29
H  -1.72  0.45  -0.44
H  -0.07  -0.63  1.40
H  0.49  -1.54  0.05
H  2.80  -0.28  0.84
H  1.50  -2.71  3.51
H  3.19  -2.48  3.52
H  3.88  -0.12  5.06
H  1.17  -1.73  6.46
H  0.27  -1.87  4.97
H  0.28  0.49  6.93
H  -0.49  0.57  5.34
H  -1.08  -0.59  6.56
C  2.17  -2.62  -3.29
C  2.39  -1.28  -3.00
C  3.01  -0.46  -3.92
C  3.42  -0.98  -5.14
C  3.20  -2.32  -5.44
C  2.59  -3.14  -4.51
H  1.69  -3.27  -2.56
H  2.06  -0.87  -2.05
H  3.18  0.59  -3.69
H  3.90  -0.34  -5.87
H  3.52  -2.72  -6.39
H  2.42  -4.19  -4.73
C  -6.67  0.06  -3.00
C  -7.35  0.52  -4.12
C  -6.74  0.52  -5.36
C  -5.44  0.04  -5.49
C  -4.76  -0.43  -4.38
C  -5.37  -0.42  -3.13
H  -7.15  0.06  -2.03
H  -8.37  0.89  -4.02
H  -7.27  0.89  -6.23
H  -4.96  0.03  -6.46
H  -3.75  -0.80  -4.48
H  -4.84  -0.78  -2.26

Atomic charges from the Mulliken analysis, expressed in e, are listed below:
1 C -0.8363
2 C -0.4076
3 S -0.1815
4 C -0.7843
5 N -0.1941
6 C -0.2087
7 N -0.4133
8 N -0.0252
9 B 0.4243
10 O -0.5507
11 C -0.3214
12 C -1.1417
13 C 0.6872
14 F -0.2845
15 F -0.3161
16 C 0.7561
17 F -0.2984
18 F -0.2533
19 C 0.7149
20 F -0.2360
21 F -0.2204
22 F -0.2581
23 H 0.2735
24 H 0.1130
25 H 0.3341
26 H 0.3207
27 H 0.3831
28 H 0.4073
29 H 0.6156
30 H 0.3710
31 H 0.2693
32 H 0.3111
33 H 0.3455
34 H 0.3194
35 H 0.3206
36 H 0.3194
37 H 0.2488
38 H 0.4155
39 C -0.4443
40 C 0.2586
41 C -0.5334
42 C -0.3789
43 C -0.4417
44 C -0.4600
45 H 0.3452
46 H 0.1619
47 H 0.3684
48 H 0.3696
49 H 0.3680
50 H 0.3717
51 C -0.3770
52 C -0.3665
53 C -0.3652
54 C -0.4193
55 C -0.3250
56 C -0.3521
57 H 0.3530
58 H 0.3594
59 H 0.3609
60 H 0.3591
61 H 0.3990
62 H 0.3696

=====

Record 4
C21H28Cl3O4Ti | wB97M-V/def2-TZVPD

Output
ΔE to the lowest compared entry with this formula, charge and spin	0.0	kJ/mol
LUMO level (spin up / spin down)	2.438 / 2.426	eV
multiplicity	3
total charge	-1

Atoms and positions in Å:
O  0.26  -0.90  -0.42
C  -1.11  -1.33  -0.24
C  -0.96  -2.59  -1.07
H  -1.64  -0.49  -0.67
H  -1.42  -1.30  0.80
C  0.41  -2.02  -1.40
H  -1.53  -2.81  -1.96
H  -0.94  -3.46  -0.40
C  0.43  -1.38  -2.75
H  -0.21  -0.47  -2.72
H  -0.04  -2.04  -3.48
H  1.42  -1.12  -3.13
C  1.46  -3.03  -1.04
H  1.20  -3.56  -0.11
H  2.51  -2.70  -0.95
H  1.45  -3.82  -1.82
Ti  1.12  0.65  1.10
C  2.53  -0.62  2.87
C  1.47  0.15  3.44
C  0.24  -0.43  3.01
H  1.58  0.86  4.26
C  0.55  -1.56  2.20
C  1.96  -1.66  2.09
H  2.50  -2.47  1.60
H  3.59  -0.52  3.14
H  -0.75  -0.19  3.41
H  -0.16  -2.33  1.89
C  3.44  1.35  1.04
C  3.53  0.10  0.37
C  2.72  0.16  -0.80
H  4.19  -0.73  0.61
C  2.07  1.44  -0.83
C  2.56  2.20  0.30
H  2.40  3.26  0.48
H  4.07  1.69  1.87
H  2.78  -0.54  -1.63
H  1.41  1.82  -1.62
O  -2.26  0.66  -1.48
C  -2.73  -0.49  -2.34
C  -4.15  -0.33  -2.79
H  -2.78  -1.41  -1.73
H  -1.99  -0.61  -3.16
C  -4.70  0.74  -1.86
H  -4.69  -1.27  -2.64
H  -4.17  -0.06  -3.84
C  -3.52  1.33  -1.06
H  -5.40  0.28  -1.15
H  -5.21  1.50  -2.45
H  -3.66  1.19  0.03
H  -3.37  2.39  -1.29
Cl  1.54  5.38  1.90
C  0.88  4.11  2.94
Cl  2.25  3.10  3.48
Cl  0.07  4.75  4.36
C  -0.17  3.28  2.10
O  -1.31  3.63  2.06
O  0.27  2.18  1.47

Atomic charges from the Mulliken analysis, expressed in e, are listed below:
1 O -0.2863
2 C 0.5295
3 C -1.2311
4 H -0.9316
5 H 0.5737
6 C 1.8743
7 H 0.4081
8 H 0.4517
9 C -1.4827
10 H 0.1229
11 H 0.4453
12 H 0.3765
13 C -1.8938
14 H 0.3569
15 H 0.2317
16 H 0.4715
17 Ti 1.1152
18 C -0.6290
19 C -0.6663
20 C -1.2073
21 H 0.8628
22 C -0.4279
23 C -0.5582
24 H 0.3894
25 H 0.4900
26 H 0.4392
27 H 0.8892
28 C -0.4251
29 C -1.1989
30 C -0.0581
31 H 0.4193
32 C -0.9987
33 C -0.8002
34 H 0.6838
35 H 0.5203
36 H 0.9340
37 H 0.4380
38 O -0.3441
39 C 0.0250
40 C -0.7526
41 H 0.0348
42 H 0.3254
43 C -0.5501
44 H 0.2557
45 H 0.3167
46 C -0.4744
47 H 0.2638
48 H 0.3135
49 H 0.2267
50 H 0.3073
51 Cl -0.1875
52 C 0.7034
53 Cl -0.1062
54 Cl -0.1591
55 C 0.1041
56 O -0.6328
57 O -0.8975